185
Properties=species:S:1:pos:R:3 method="wB97M-V/def2-TZVPD" charge=-1 homo_energy_ev=-7.1 energy_ev=-113524.281 orbital_gap_ev=9.01 e_lumo_ev=1.94 molar_mass_g_mol=1132.1
B -7.5607 -2.5130 -21.2920
H -7.6891 -3.3802 -21.9211
H -7.4397 -1.7319 -22.0264
H -8.4978 -2.3731 -20.7758
H -6.7256 -2.5488 -20.6098
C -11.9983 -5.1282 -15.7040
C -12.0383 -4.1839 -16.8949
O -12.9505 -4.5429 -17.9535
O -11.0369 -6.2064 -15.9545
H -12.8778 -5.5896 -15.2550
H -11.5528 -4.5170 -14.9191
H -11.0616 -3.8965 -17.2843
H -12.4073 -3.2383 -16.4978
H -12.7420 -5.4767 -18.0319
H -11.1143 -6.7540 -15.1698
C -1.0039 -3.7625 -19.6841
C -0.9611 -4.3814 -18.2851
O -2.1264 -5.2035 -18.0258
O -1.9443 -2.7132 -19.8151
H -1.1855 -4.6125 -20.3418
H -0.0491 -3.3523 -20.0130
H -1.0258 -3.5212 -17.6188
H -0.1330 -5.0571 -18.0707
H -2.7275 -4.5433 -17.6731
H -2.7897 -3.1657 -19.7699
C -7.8789 -4.3378 -15.9259
C -7.8204 -5.3373 -17.0298
O -7.0299 -6.4515 -16.7973
O -8.8786 -3.2860 -16.1308
H -6.9015 -3.9320 -15.6649
H -8.1046 -4.7722 -14.9520
H -7.5327 -4.9080 -17.9895
H -8.8033 -5.6751 -17.3580
H -7.2030 -7.1492 -17.4337
H -8.5764 -2.7518 -16.8689
C -6.0716 -5.8661 -20.2632
C -5.1406 -4.9018 -19.5198
O -4.5664 -3.8781 -20.4541
O -7.3496 -5.2986 -20.4742
H -6.1396 -6.6895 -19.5522
H -5.7506 -6.2765 -21.2207
H -4.3321 -5.4822 -19.0754
H -5.6582 -4.3610 -18.7276
H -5.2929 -3.2717 -20.6153
H -7.2811 -4.4528 -20.9231
C -8.0033 -8.6976 -24.1846
C -6.6868 -8.9599 -23.4595
O -6.0451 -10.0140 -24.0964
O -8.8442 -9.7979 -23.9658
H -7.8386 -8.4845 -25.2408
H -8.5888 -7.9878 -23.6002
H -6.8035 -9.1369 -22.3903
H -6.1354 -8.0232 -23.5412
H -6.5332 -10.8193 -23.9098
H -9.5663 -9.4221 -24.4748
C -2.7876 -6.7784 -24.0263
C -2.3510 -5.9763 -22.7831
O -1.2356 -5.0906 -23.1825
O -3.2958 -6.0066 -25.0841
H -3.5586 -7.5125 -23.7920
H -1.9641 -7.3918 -24.3921
H -2.0045 -6.6385 -21.9896
H -3.1703 -5.3651 -22.4046
H -0.4266 -5.6064 -23.1510
H -4.1627 -5.6585 -24.8628
C -6.0143 0.0382 -25.5494
C -5.4878 -0.0389 -24.1052
O -4.8639 -1.2862 -23.9527
O -7.2392 -0.6190 -25.6342
H -5.2457 -0.3047 -26.2421
H -6.1157 1.0832 -25.8422
H -6.3012 -0.0714 -23.3803
H -4.8381 0.7491 -23.7244
H -5.5316 -1.9744 -23.9986
H -7.0497 -1.5384 -25.4335
C -10.5400 -6.8087 -19.5573
C -10.1811 -7.6357 -20.7952
O -8.8954 -8.2144 -20.7680
O -10.7222 -7.6491 -18.4623
H -11.4743 -6.2599 -19.6757
H -9.8081 -6.0511 -19.2772
H -10.1963 -7.0327 -21.7031
H -10.9241 -8.4062 -21.0009
H -8.2858 -7.4773 -20.8502
H -10.8526 -7.0839 -17.6973
C -10.7708 -0.1444 -26.3036
C -10.8994 -1.1983 -25.2813
O -12.0956 -1.1730 -24.5092
O -11.5205 -0.4591 -27.5379
H -9.7624 -0.1214 -26.7166
H -11.0406 0.8559 -25.9650
H -10.0451 -1.1166 -24.6092
H -10.8616 -2.1801 -25.7532
H -12.3184 -0.2552 -24.3370
H -11.8790 0.3582 -27.8916
C -5.1761 1.0939 -15.4742
C -5.6774 -0.3633 -15.6191
O -4.9338 -1.1446 -16.5234
O -5.5754 1.8463 -16.5835
H -4.0909 1.0646 -15.3767
H -5.5875 1.5307 -14.5643
H -6.6956 -0.4362 -16.0012
H -5.4859 -0.9574 -14.7256
H -5.1858 -0.9175 -17.4215
H -4.9248 1.8591 -17.2893
C -13.8879 -4.4188 -24.6260
C -12.4657 -4.9793 -24.8672
O -12.3235 -5.1059 -26.2792
O -14.1151 -3.0900 -25.1318
H -14.0174 -4.3433 -23.5464
H -14.6448 -5.1609 -24.8802
H -12.3717 -6.0166 -24.5459
H -11.6767 -4.4193 -24.3652
H -12.4910 -4.2266 -26.6261
H -13.3578 -2.5388 -24.9215
C -3.7227 -4.2598 -15.3916
C -3.0858 -3.7167 -14.0680
O -1.6252 -3.7412 -14.2636
O -3.3989 -3.4591 -16.5386
H -4.8075 -4.2436 -15.2866
H -3.5383 -5.3248 -15.5327
H -3.3305 -4.2721 -13.1626
H -3.4298 -2.7007 -13.8748
H -1.4714 -3.2274 -15.0597
H -4.1356 -2.8540 -16.6513
C -7.8261 -3.8860 -24.6890
C -7.5020 -5.3195 -24.1945
O -6.3303 -5.8544 -24.7881
O -6.8319 -3.0008 -24.2184
H -8.7452 -3.5850 -24.1863
H -8.0307 -3.9327 -25.7586
H -8.3364 -5.9276 -24.5439
H -7.2508 -5.3110 -23.1339
H -6.3169 -5.9612 -25.7421
H -6.9607 -2.7818 -23.2927
C -4.7028 -0.4118 -20.0285
C -4.3489 1.1436 -19.9382
O -3.8909 1.4864 -18.6680
O -5.6450 -0.8689 -19.1819
H -3.8515 -1.0644 -19.8347
H -5.0967 -0.7412 -20.9900
H -5.2775 1.7126 -19.8932
H -3.8348 1.5761 -20.7965
H -2.9574 1.2700 -18.6119
H -6.1638 -1.5138 -19.6683
C -8.7124 0.4457 -19.4271
C -9.2462 -0.5908 -18.4810
O -8.4790 -1.7906 -18.3912
O -8.7325 0.1224 -20.7703
H -7.7271 0.7568 -19.0800
H -9.1690 1.4166 -19.2352
H -10.2150 -0.9600 -18.8175
H -9.4041 -0.1619 -17.4915
H -8.3846 -1.9720 -19.3292
H -8.1462 -0.5894 -21.0371
C -0.1697 -2.0329 -23.2647
C -1.6890 -2.0181 -23.8210
O -2.2324 -0.6942 -23.8100
O -0.2840 -1.5635 -21.9387
H 0.5632 -1.4118 -23.7795
H 0.2101 -3.0532 -23.2126
H -2.3661 -2.6840 -23.2859
H -1.6970 -2.3469 -24.8602
H -3.1910 -0.7302 -23.7728
H -0.8823 -2.1304 -21.4465
C -9.1154 2.5175 -23.0739
C -8.1928 3.3509 -22.1926
O -7.2688 2.6317 -21.5316
O -10.0881 1.9291 -22.3193
H -8.5050 1.7797 -23.5947
H -9.5958 3.0884 -23.8685
H -8.8038 3.9536 -21.5206
H -7.6712 4.1315 -22.7465
H -7.5954 1.7438 -21.3683
H -9.5747 1.3512 -21.7500
C -11.3269 -3.3346 -20.8059
C -12.0791 -1.9269 -20.9517
O -12.9879 -1.8919 -22.0011
O -10.3043 -3.5841 -21.8083
H -12.1225 -4.0794 -20.8233
H -11.0194 -3.3854 -19.7614
H -11.2998 -1.1930 -21.1570
H -12.6478 -1.6414 -20.0667
H -12.5332 -1.7611 -22.8364
H -9.5282 -3.0258 -21.7216

63
Properties=species:S:1:pos:R:3 method="wB97M-V/def2-TZVPD" homo_energy_ev=-7.5 energy_ev=-46178.983 e_above_lowest_kj_mol=2523.4 orbital_gap_ev=7.51 e_lumo_ev=-0.02 molar_mass_g_mol=493.5
C -5.3257 -1.0688 -1.3961
H -6.0830 -0.4350 -1.6859
H -5.0242 -1.6347 -2.3527
H -5.5284 -1.6873 -0.6089
O -4.1799 -0.4717 -1.4612
C -4.3024 0.5337 -0.2680
O -5.3397 0.6442 0.5373
C -3.0397 1.3798 -0.3106
C -2.9620 2.3463 0.6799
N -3.8877 2.6577 1.5582
H -3.7911 3.4866 2.3795
H -4.8598 2.2133 1.4088
O -1.7586 2.8603 0.8915
C -0.6748 2.9038 0.2472
C -0.7078 1.9150 -0.9516
C 0.4153 1.6973 -1.4855
O 0.5865 0.8514 -2.5481
N 1.6044 2.3375 -1.0764
C 1.7372 3.3848 -0.1917
C 0.4420 3.5917 0.6500
H 0.3916 4.2528 1.2471
C 2.7932 4.0431 0.4175
H 3.3165 4.6318 -0.5148
H 2.6665 4.6802 1.2606
H 3.6515 3.3849 0.3319
C 2.9731 1.9493 -1.7538
C 3.5446 0.7196 -0.8465
C 4.8983 1.1626 -0.4739
N 5.3651 0.1020 0.4824
C 4.7638 -0.9134 0.9011
C 3.4119 -0.9719 0.4368
C 2.7658 -0.2019 -0.4934
H 1.7986 -0.2702 -0.6456
H 2.8253 -2.0496 0.8562
H 5.2173 -1.6123 1.5031
H 5.5339 2.0123 -0.7546
H 3.5896 2.7674 -2.1158
H 2.6072 1.4727 -2.4258
C -1.8662 1.0355 -1.0527
C -1.4506 -0.2847 -0.7076
C -1.2349 -1.4275 -1.6531
C -0.8856 -2.5262 -1.3949
C -0.2798 -2.9694 -0.3832
C -0.2711 -2.1438 0.6742
C -0.8943 -0.6800 0.3793
O -0.7124 0.1759 1.3864
C 0.0694 0.1369 2.5617
H -0.2157 -0.5959 3.3307
H -0.0338 1.3571 2.8043
H 0.8853 0.0755 2.2918
O 0.3818 -2.2977 1.8159
C -0.3233 -3.2904 2.5388
H -0.1986 -4.2190 1.9477
H -1.3023 -3.0881 2.9140
H 0.3219 -3.5377 3.6352
O 0.4781 -4.0191 0.0738
C 0.5570 -5.1097 -1.2462
H -0.4708 -5.4013 -1.4804
H 1.1652 -5.7846 -0.7275
H 1.2912 -4.6414 -1.7237
H -0.6695 -3.3678 -2.5422
H -1.6807 -1.1003 -2.6823
H -2.0946 1.0383 -2.1884

9
Properties=species:S:1:pos:R:3 method="wB97M-V/def2-TZVPD" homo_energy_ev=-10.2 energy_ev=-5685.933 e_above_lowest_kj_mol=704.0 orbital_gap_ev=8.69 e_lumo_ev=-1.55 molar_mass_g_mol=59.1
C 1.3541 -0.0320 0.3522
C -0.0932 -0.0750 -0.1337
H 1.7924 1.1568 0.4774
H 2.1009 -0.8094 -0.4482
H 1.4352 -0.6940 1.4634
H -0.2389 2.3073 -0.0131
H -1.6906 1.2470 -0.4225
N -0.9129 0.7679 0.5926
O -0.5717 -0.9926 -0.8146

21
Properties=species:S:1:pos:R:3 method="wB97M-V/def2-TZVPD" homo_energy_ev=-8.6 energy_ev=-20250.838 e_above_lowest_kj_mol=311.7 orbital_gap_ev=9.41 e_lumo_ev=0.84 molar_mass_g_mol=149.1
C -0.1466 -0.0080 -0.8102
C -3.0569 0.9507 0.2729
C 2.0292 0.9473 1.0034
C 2.3891 -1.8553 -0.1549
C -3.1924 -0.0638 -0.8188
N -0.0215 0.3392 -2.0460
O 2.5254 0.4827 -1.6002
O -3.0225 0.1533 -1.9983
P 1.7840 -0.1375 -0.4606
H -3.7215 0.6863 1.0113
H -3.0242 1.9200 0.0376
H -2.1316 0.8913 0.8278
H 1.6561 1.8327 0.6875
H 1.6726 0.6010 1.9109
H 3.0491 1.0212 1.2008
H 1.8567 -2.3599 0.7841
H 1.9560 -2.4752 -1.0767
H 3.4169 -1.7730 0.0361
H -3.3876 -1.0822 -0.5319
H 0.7632 0.4920 -2.6821
H -0.9576 0.5394 -2.3754

13
Properties=species:S:1:pos:R:3 method="wB97M-V/def2-TZVPD" smiles="C/C=C/SPS" homo_energy_ev=-8.7 energy_ev=-34182.849 e_above_lowest_kj_mol=9.5 orbital_gap_ev=9.24 e_lumo_ev=0.50 molar_mass_g_mol=138.2
C 2.0346 -0.3589 -0.7956
C 0.5187 -0.3107 -0.9062
C -0.3539 -0.8323 -0.0416
S -2.1149 -0.8282 -0.1882
P -2.1875 -0.0365 1.8054
S -0.8562 1.6538 1.5888
H 2.6250 0.0465 -1.7278
H 2.4715 -1.3459 -0.5189
H 2.2020 0.3722 -0.0153
H 0.0505 0.2228 -1.7392
H 0.1174 -1.3998 0.7519
H -3.2736 0.7540 1.4597
H -1.2336 2.0631 0.3269

15
Properties=species:S:1:pos:R:3 method="wB97M-V/def2-TZVPD" smiles="C=CC.O.O" homo_energy_ev=-9.4 energy_ev=-7366.751 e_above_lowest_kj_mol=127.9 orbital_gap_ev=10.12 e_lumo_ev=0.77 molar_mass_g_mol=78.1
C 0.1749 0.3152 0.9091
C -0.7231 0.1706 1.8604
C -2.1978 -0.1157 1.6858
H 1.2462 0.2415 0.9892
H -0.1636 0.5638 -0.1162
H -0.2291 0.3877 2.8294
H -2.6774 0.3329 0.8050
H -2.6183 0.3923 2.5820
H -2.4857 -1.2191 1.7235
O 2.5368 -1.1599 -1.9388
H 1.9231 -1.5107 -1.2958
H 2.8424 -1.9916 -2.3646
O 0.4954 0.9366 -2.6699
H 1.3206 0.7732 -2.1599
H 0.5556 1.8834 -2.8390

17
Properties=species:S:1:pos:R:3 method="wB97M-V/def2-TZVPD" smiles="C=[N+](/C=C/C)CO" charge=+1 homo_energy_ev=-13.9 energy_ev=-8874.746 e_above_lowest_kj_mol=370.0 orbital_gap_ev=8.60 e_lumo_ev=-5.30 molar_mass_g_mol=100.1
C -1.8360 1.5592 -0.1720
N -0.9842 0.5987 -0.0586
C 0.3354 0.5590 -0.1856
C 1.1953 -0.4611 0.0470
C 2.6192 -0.1960 0.1219
C -1.6456 -0.7797 0.5179
O -1.5111 -1.7723 -0.4361
H -2.8462 1.3212 0.1320
H -1.6355 2.6478 -0.1827
H 0.8464 1.5285 -0.2735
H 1.1716 -1.4443 0.5304
H 3.0733 0.6851 -0.3966
H 3.0004 -0.1289 1.2441
H 3.1302 -1.0577 -0.2774
H -1.2411 -1.1111 1.5800
H -2.7929 -0.6904 0.5648
H -2.3406 -2.0667 -0.8841

72
Properties=species:S:1:pos:R:3 method="wB97M-V/def2-TZVPD" smiles="CC(C)=CCC[C@H](C)CC[C@](CC(=O)F)(C[C@@H](O)CN)OC(=O)[C@H](Cl)[C@H](C)Cl.O=C1OC[C@@H](F)O1" homo_energy_ev=-7.5 energy_ev=-70746.806 e_above_lowest_kj_mol=432.1 orbital_gap_ev=7.84 e_lumo_ev=0.33 molar_mass_g_mol=548.5
C -3.3749 -4.0649 2.1086
C -2.0484 -3.4782 1.4370
C -0.8762 -4.5597 1.0930
C -1.8091 -2.0882 1.1096
C -1.9255 -0.8889 2.2019
C -2.0948 0.5316 1.4435
C -0.7474 1.4568 1.5836
C -0.8298 2.0771 3.0789
C -0.9188 2.6532 0.5481
C 0.3385 3.2550 -0.2039
C 1.6986 2.4576 -0.3065
C 2.7756 3.5214 -0.9558
C 4.2859 3.0106 -0.8926
O 5.1967 3.8717 -1.0322
F 4.7162 1.6616 -0.7422
C 1.7253 1.2431 -1.4031
C 0.3691 0.4322 -1.5657
O -0.6792 1.1581 -2.3021
C 0.7254 -0.8576 -2.5427
N 0.1093 -0.7638 -3.8928
O 2.3210 1.9426 0.8849
C 2.3505 2.7830 2.0034
O 2.3373 4.0338 2.0666
C 2.5127 2.0184 3.4433
Cl 2.0073 3.2130 4.7680
C 4.0240 1.5489 3.7397
C 5.0035 1.5687 2.4685
Cl 3.8898 -0.2116 4.3568
H -4.2035 -4.3208 1.3391
H -3.8702 -3.3592 2.8714
H -3.1696 -5.0547 2.6701
H -1.0325 -4.8655 0.0019
H -1.0099 -5.4353 1.8165
H 0.1338 -4.0204 1.2425
H -1.5114 -1.8684 0.0136
H -0.9989 -0.8796 2.8751
H -2.9071 -1.0870 2.7606
H -2.1461 0.2776 0.3106
H -3.0502 1.0991 1.7067
H 0.1149 0.7316 1.4144
H -1.9455 2.0820 3.3776
H -0.3009 1.3898 3.8330
H -0.3723 3.1356 3.1509
H -1.6913 2.3168 -0.2493
H -1.4505 3.5183 1.1099
H 0.0096 3.4960 -1.2917
H 0.5592 4.3004 0.2496
H 2.4575 3.6982 -2.0522
H 2.7242 4.5471 -0.4473
H 2.5330 0.4824 -1.0680
H 2.0200 1.6338 -2.4512
H -0.0353 -0.0549 -0.6011
H -1.5300 0.7083 -2.0603
H 0.3436 -1.8186 -2.0555
H 1.8817 -0.9396 -2.5832
H 0.3932 0.0805 -4.4045
H -0.9133 -0.8922 -3.8746
H 1.8436 1.0934 3.4156
H 4.4177 2.1468 4.6336
H 4.6408 0.8014 1.7051
H 6.0454 1.2477 2.8566
H 5.0800 2.6210 2.0291
O -3.1017 -2.9999 -1.8464
C -3.2116 -3.2026 -3.0201
O -2.8288 -2.3160 -3.9808
C -2.9936 -2.9748 -5.2290
C -4.0155 -4.0183 -4.9071
F -3.8305 -5.1284 -5.6594
O -3.7370 -4.3373 -3.5589
H -2.0373 -3.4025 -5.5430
H -3.3354 -2.2797 -5.9974
H -5.0510 -3.6774 -4.9983

20
Properties=species:S:1:pos:R:3 method="wB97M-V/def2-TZVPD" smiles=CC(C)C.O.O homo_energy_ev=-10.8 energy_ev=-8469.085 e_above_lowest_kj_mol=122.9 orbital_gap_ev=11.25 e_lumo_ev=0.41 molar_mass_g_mol=94.2
C -0.5741 -0.2050 -2.2508
C -0.1957 0.5159 -0.9916
C 0.7266 1.6363 -1.4558
C -1.3760 1.0163 -0.1486
H -1.0497 -1.1465 -2.1140
H -1.2417 0.3790 -2.9230
H 0.3291 -0.3639 -2.9108
H 0.3228 -0.2015 -0.3478
H 0.6307 2.5266 -0.9433
H 0.4524 1.8536 -2.4938
H 1.7188 1.4261 -1.2418
H -1.8127 0.2766 0.5173
H -1.2059 1.9765 0.3345
H -2.2069 1.1442 -0.8842
O 1.2279 -4.0877 2.6439
H 0.9087 -3.1988 2.8361
H 0.5573 -4.4933 2.0858
O 0.6207 0.2843 3.0765
H 1.5749 0.2987 3.0602
H 0.5928 0.3626 4.1511

9
Properties=species:S:1:pos:R:3 method="wB97M-V/def2-TZVPD" smiles="NC(F)(F)C=O" homo_energy_ev=-10.6 energy_ev=-11094.323 e_above_lowest_kj_mol=124.7 orbital_gap_ev=10.94 e_lumo_ev=0.33 molar_mass_g_mol=95.0
N 0.2593 -1.3441 -0.3154
C 0.4169 0.0411 -0.1310
F 1.2197 0.5624 -1.0960
F 1.0539 0.1940 1.0885
C -0.9378 1.0667 0.0045
O -2.0154 0.9657 0.4963
H -0.6005 -1.6245 0.1127
H 1.0340 -1.8359 0.0752
H -0.4301 1.9746 -0.2348

12
Properties=species:S:1:pos:R:3 method="wB97M-V/def2-TZVPD" smiles="C#CC1=CC1.O" homo_energy_ev=-8.7 energy_ev=-7324.591 e_above_lowest_kj_mol=452.8 orbital_gap_ev=9.32 e_lumo_ev=0.64 molar_mass_g_mol=82.1
C -0.7667 0.9826 1.9079
C 0.0993 0.5561 1.1587
C 0.8596 -0.0022 0.1747
C 1.5540 0.0069 -0.9341
C 1.7881 -1.1398 -0.0537
H -1.5252 1.2917 2.5855
H 1.4686 0.4305 -1.9444
H 1.5457 -2.1582 -0.2230
H 2.7540 -1.0038 0.4642
O -2.2840 0.0660 -1.0850
H -2.4081 0.8323 -0.5332
H -3.0854 0.1378 -1.5175

13
Properties=species:S:1:pos:R:3 method="wB97M-V/def2-TZVPD" smiles="O=C([O-])CCC(=O)O" charge=-1 homo_energy_ev=-4.2 energy_ev=-12420.462 e_above_lowest_kj_mol=81.0 orbital_gap_ev=7.65 e_lumo_ev=3.44 molar_mass_g_mol=117.1
O -1.7044 -1.6707 1.8602
C -0.5899 -1.2730 1.4642
O 0.5771 -1.5285 1.8883
C -0.7354 -0.5028 0.1001
C 0.0744 0.7688 0.2981
C 0.5088 1.1253 -1.0499
O 0.1869 1.9111 -1.9291
O 1.5183 0.1785 -1.4623
H -1.7906 -0.1649 0.0990
H -0.3917 -1.1413 -0.7212
H 0.9199 0.4156 1.0044
H -0.3429 1.6486 0.8181
H 1.7694 0.2333 -2.3700

11
Properties=species:S:1:pos:R:3 method="wB97M-V/def2-TZVPD" smiles="C=C1OO[C@H]1C(=O)[O-]" charge=-1 homo_energy_ev=-4.4 energy_ev=-12383.316 e_above_lowest_kj_mol=430.3 orbital_gap_ev=8.45 e_lumo_ev=4.01 molar_mass_g_mol=115.1
C -1.0957 0.4712 -1.5613
C -0.7573 -0.0296 -0.3507
O -1.6431 -0.6526 0.5347
O -0.5404 -0.8460 1.5215
C 0.3166 0.0629 0.7191
C 1.7580 -0.3192 0.5977
O 2.4344 0.1476 1.5779
O 1.8853 -1.0009 -0.4351
H -2.0840 0.2157 -1.6618
H -0.4859 0.9545 -2.2025
H 0.2121 0.9964 1.2607